(1)
DFT (ωB97M-V/def2-TZVPD) results for a structure of composition C23H35BrN2O6Ti.

Cartesian coordinates (Å):
Ti: 0.1526 -0.0408 -0.5743
C: 2.7202 -0.5395 1.2982
C: 1.5860 -0.0595 2.1784
O: 0.8552 0.8956 1.3883
C: 0.4360 2.0904 2.1236
C: -0.9122 1.9105 2.7608
O: -1.8534 1.7397 1.7113
C: -2.8312 0.7520 1.9633
C: -2.2727 -0.5818 1.5190
O: -1.8302 -0.4516 0.1325
C: -2.7609 -1.0207 -0.8201
C: -2.5387 -0.3123 -2.1305
O: -1.1075 -0.2000 -2.2742
C: -0.6871 0.4061 -3.5134
C: 0.8391 0.2865 -3.6013
O: 1.3242 -0.2104 -2.3374
C: 2.7388 -0.5041 -2.3352
C: 3.0192 -1.2069 -1.0280
O: 2.1790 -0.5725 -0.0411
H: 3.0594 -1.5345 1.5899
H: 3.5627 0.1532 1.3022
H: 1.9800 0.4024 3.0828
H: 0.9254 -0.8743 2.4792
H: 0.4088 2.8998 1.3987
H: 1.2032 2.3125 2.8647
H: -1.1596 2.7973 3.3510
H: -0.9037 1.0501 3.4390
H: -3.7216 1.0187 1.3917
H: -3.1184 0.7075 3.0172
H: -2.9966 -1.3938 1.5811
H: -1.3957 -0.8567 2.1059
H: -3.7815 -0.8554 -0.4754
H: -2.5689 -2.0920 -0.8936
H: -2.9746 0.6887 -2.1387
H: -2.9459 -0.8895 -2.9618
H: -1.0142 1.4464 -3.5303
H: -1.1642 -0.1290 -4.3345
H: 1.2966 1.2560 -3.8046
H: 1.1390 -0.4161 -4.3790
H: 3.2896 0.4344 -2.4272
H: 2.9781 -1.1455 -3.1844
H: 4.0660 -1.0860 -0.7494
H: 2.7736 -2.2684 -1.0644
C: 0.0687 -6.6236 -0.7156
C: 0.0731 -5.1320 -0.6937
C: 0.0981 -4.4048 0.4987
C: 0.1075 -3.0264 0.4636
N: 0.0961 -2.3114 -0.6745
C: 0.0694 -3.0093 -1.8237
C: 0.0576 -4.3859 -1.8750
H: -0.0450 -7.0419 0.2813
H: 1.0046 -6.9926 -1.1402
H: -0.7377 -6.9940 -1.3494
H: 0.1071 -4.9132 1.4537
H: 0.1228 -2.4678 1.3912
H: 0.0523 -2.4281 -2.7362
H: 0.0332 -4.8809 -2.8372
Br: 0.1778 6.5278 -2.2781
C: 0.1349 4.7515 -1.7398
C: 1.3169 4.0212 -1.5980
C: 1.2348 2.7095 -1.1925
N: 0.0690 2.0789 -0.9545
C: -1.0618 2.7978 -1.0666
C: -1.0742 4.1210 -1.4510
H: 2.2791 4.4776 -1.7834
H: 2.1395 2.1303 -1.0422
H: -1.9825 2.2932 -0.8084
H: -2.0105 4.6569 -1.5194

Calculated values
multiplicity: 2
HOMO-LUMO gap (spin up / spin down): 7.94 / 8.47 eV
net charge: +3
lowest unoccupied orbital energy (spin up / spin down): -9.51 / -9.05 eV
calculated total energy: -132818.0937 eV

(2)
DFT (ωB97M-V/def2-TZVPD) results for a cluster of 2 separate species, C6H10O in total.

Cartesian coordinates (Å):
C: 1.3246 -0.4555 -1.9092
C: 1.3075 -0.5741 -0.5815
C: 0.9675 0.6200 0.3635
C: 1.6174 0.6481 1.5477
H: 1.5983 -1.2725 -2.5594
H: 0.9711 0.4359 -2.4069
H: 1.7661 -1.4139 -0.0781
H: 0.7325 1.5236 -0.1808
H: 1.7734 1.5826 2.0616
H: 1.9241 -0.2533 2.0544
C: -2.2447 0.0711 -0.5867
C: -1.4926 -0.0799 0.4977
O: -1.9449 -0.2249 1.7655
H: -3.3247 -0.0009 -0.5620
H: -1.7565 0.1787 -1.5412
H: -0.3079 -0.5214 0.3427
H: -2.9114 -0.2634 1.7726

Calculated values
relative energy (zero: lowest compared OMol25 entry of this formula, charge and spin): 88.8 kcal per mole
HOMO-LUMO gap: 9.35 eV
lowest unoccupied orbital energy: 0.83 eV
SMILES: C=CC=C.C=CO
calculated total energy: -8427.3901 eV